*A*
C3H5N3 | ωB97M-V with the def2-TZVPD basis set

```
11
Properties=species:S:1:pos:R:3
C 0.02 1.07 1.33
C 0.11 0.26 0.08
C -0.44 -0.96 -0.24
N -0.02 -1.18 -1.50
N 0.74 -0.18 -1.95
N 0.83 0.69 -0.99
H 0.80 1.84 1.31
H 0.15 0.48 2.23
H -0.94 1.59 1.40
H -1.06 -1.65 0.31
H -0.21 -1.95 -2.12
```

Output
Highest occupied orbital energy in eV: -9.52
E_LUMO in Eh: 0.0326
Structure (SMILES): Cc1c[nH]nn1
Gap between HOMO and LUMO in eV: 10.404
Net charge: 0

***

*B*
C3H5N3 | ωB97M-V with the def2-TZVPD basis set

```
11
Properties=species:S:1:pos:R:3
C -1.60 -0.06 0.06
C 0.55 0.98 -0.11
C 1.76 -0.67 0.02
H -2.10 0.30 -0.77
H -1.96 0.41 0.97
H -1.75 -1.14 -0.05
H 0.19 1.97 0.01
H 2.71 -1.29 0.22
N -0.27 -0.07 -0.20
N 1.91 0.70 -0.03
N 0.55 -1.14 -0.12
```

Output
Highest occupied orbital energy in eV: -9.97
E_LUMO in Eh: 0.0320
Gap between HOMO and LUMO in eV: 10.843
Net charge: 0

***

*C*
C3H5N3 | ωB97M-V with the def2-TZVPD basis set

```
11
Properties=species:S:1:pos:R:3
C 0.41 1.37 1.40
C 0.19 -1.08 -0.95
C -0.99 -0.31 -1.50
H 0.09 0.94 2.42
H 0.58 2.51 1.34
H -0.23 -0.84 1.03
H -0.05 -2.19 -0.95
H 0.92 -0.80 -1.74
N 0.58 0.71 0.36
N 0.46 -0.60 0.36
N -1.97 0.29 -1.77
```

Output
Highest occupied orbital energy in eV: -9.71
E_LUMO in Eh: 0.0338
Structure (SMILES): C=NNCC#N
Gap between HOMO and LUMO in eV: 10.634
Net charge: 0

***

*D*
C3H5N3 | ωB97M-V with the def2-TZVPD basis set

```
11
Properties=species:S:1:pos:R:3
N -1.82 -0.07 0.30
C -0.46 0.11 -0.02
C 0.43 -0.93 -0.21
C 1.70 -0.32 0.03
N 1.58 0.98 0.22
N 0.26 1.24 0.14
H -1.85 -0.89 0.91
H -2.48 -0.23 -0.45
H 0.01 -1.30 -1.15
H 2.66 -0.77 0.25
H -0.03 2.19 -0.02
```

Output
Highest occupied orbital energy in eV: -8.85
E_LUMO in Eh: 0.0323
Structure (SMILES): Nc1ccn[nH]1
Gap between HOMO and LUMO in eV: 9.731
Net charge: 0

***

It comes down to *A*, which is 0.623 eV more stable than the next structure.

***

*A*
C3H5N3 | ωB97M-V with the def2-TZVPD basis set

```
11
Properties=species:S:1:pos:R:3
N -1.63 1.58 -0.19
C -0.58 0.82 0.02
C -0.55 -0.71 0.08
N 0.75 -1.29 -0.15
C 1.74 -0.53 -0.17
N 0.48 1.52 0.33
H -2.48 1.04 0.05
H -0.90 -1.05 1.06
H -1.25 -1.09 -0.67
H 2.76 -0.88 -0.34
H 1.65 0.60 -0.02
```

Output
Highest occupied orbital energy (spin up / spin down) in eV: -9.00 / -9.82
E_LUMO (spin up / spin down) in Eh: -0.0644 / -0.0376
Gap between HOMO and LUMO (spin up / spin down) in eV: 7.249 / 8.797
Net charge: 0

***

*B*
C3H5N3 | ωB97M-V with the def2-TZVPD basis set

```
11
Properties=species:S:1:pos:R:3
N 1.79 0.88 0.28
C 0.51 0.34 -0.01
N -0.20 0.41 -1.12
N -1.35 -0.29 -0.90
C -1.58 -0.96 0.21
C 0.15 -0.21 1.18
H 2.56 0.46 -0.20
H 1.84 1.87 0.42
H -2.02 -0.19 -1.67
H -2.63 -1.37 0.12
H 0.83 -0.89 1.70
```

Output
Highest occupied orbital energy in eV: -8.29
E_LUMO in Eh: 0.0384
Gap between HOMO and LUMO in eV: 9.336
Net charge: 0

***

It comes down to *A*, which is 0.210 eV more stable than the next structure.

***

*A*
C3H5N3 | ωB97M-V with the def2-TZVPD basis set

```
11
Properties=species:S:1:pos:R:3
C -1.19 -0.04 -1.06
N -0.71 0.27 0.27
C 0.54 0.04 0.77
N 0.73 -0.14 2.02
C 1.66 0.08 -0.18
N 2.62 0.10 -0.82
H -0.43 0.20 -1.81
H -1.48 -1.09 -1.18
H -2.06 0.59 -1.27
H -1.39 0.20 1.01
H 1.71 -0.19 2.25
```

Output
Highest occupied orbital energy in eV: -9.67
E_LUMO in Eh: 0.0240
Structure (SMILES): [H]/N=C(\C#N)NC
Gap between HOMO and LUMO in eV: 10.323
Net charge: 0

***

*B*
C3H5N3 | ωB97M-V with the def2-TZVPD basis set

```
11
Properties=species:S:1:pos:R:3
N -2.05 -0.26 0.39
C -0.69 -0.37 0.05
N -0.06 -1.50 -0.11
N 1.75 -0.77 -0.17
C 1.44 0.52 -0.07
C 0.11 0.80 -0.08
H -2.48 0.60 0.07
H -2.63 -1.06 0.19
H 2.73 -1.00 0.12
H 2.19 1.30 0.05
H -0.29 1.73 -0.42
```

Output
Highest occupied orbital energy in eV: -8.25
E_LUMO in Eh: -0.0013
Gap between HOMO and LUMO in eV: 8.213
Net charge: 0

***

It comes down to *A*, which is 2.415 eV more stable than the next structure.

***

*A*
CHI3S | ωB97M-V with the def2-TZVPD basis set

```
6
Properties=species:S:1:pos:R:3
C -0.46 -0.13 0.12
S 1.03 -0.11 -1.48
I -2.46 0.01 -0.77
I -0.22 -1.60 1.64
I 2.58 1.02 -0.17
H -0.47 0.81 0.66
```

Output
Highest occupied orbital energy in eV: -9.04
E_LUMO in Eh: -0.0405
Gap between HOMO and LUMO in eV: 7.941
Net charge: 0

***

*B*
CHI3S | ωB97M-V with the def2-TZVPD basis set

```
6
Properties=species:S:1:pos:R:3
C 0.31 0.70 0.40
S -1.34 -1.22 -1.07
I 2.12 0.71 -0.58
I 0.04 -0.58 2.11
I -0.83 2.48 0.40
H -0.30 -2.09 -1.25
```

Output
Highest occupied orbital energy (spin up / spin down) in eV: -9.22 / -8.37
E_LUMO (spin up / spin down) in Eh: -0.0595 / -0.0761
Gap between HOMO and LUMO (spin up / spin down) in eV: 7.606 / 6.301
Net charge: 0

***

It comes down to *A*, which is 2.130 eV more stable than the next structure.

***

*A*
C5H14 | ωB97M-V with the def2-TZVPD basis set

```
19
Properties=species:S:1:pos:R:3
C 3.22 -0.48 0.56
C 2.25 0.50 -0.11
H 2.70 -1.09 1.39
H 3.80 -1.16 -0.21
H 4.11 -0.07 0.89
H 2.80 1.17 -0.85
H 1.98 1.35 0.63
H 1.51 0.13 -0.75
C -1.44 0.33 -0.02
C -2.82 0.84 -0.43
C -1.61 -1.17 0.16
H -0.67 0.48 -0.87
H -1.09 0.77 0.88
H -3.69 0.41 0.13
H -3.22 0.91 -1.50
H -1.90 -1.54 -0.95
H -0.69 -1.78 0.19
H -2.83 1.92 -0.07
H -2.41 -1.53 0.93
```

Output
Highest occupied orbital energy in eV: -11.11
E_LUMO in Eh: 0.0398
Structure (SMILES): CCC.CC
Gap between HOMO and LUMO in eV: 12.197
Net charge: 0

***

*B*
C5H14 | ωB97M-V with the def2-TZVPD basis set

```
19
Properties=species:S:1:pos:R:3
C -0.34 -0.35 2.67
C -1.06 0.01 1.26
C 1.16 -0.18 2.54
H -0.60 -1.44 3.03
H -0.69 0.39 3.50
H -0.32 -0.21 0.49
H -1.97 -0.53 1.11
H 1.63 -0.82 3.21
H 1.46 0.92 2.59
H -1.41 1.10 1.32
H 1.56 -0.51 1.58
C 0.70 0.32 -3.23
C -0.56 0.21 -2.62
H 1.59 0.04 -2.43
H 0.77 -0.48 -4.05
H 1.01 1.31 -3.71
H -0.69 -0.74 -1.98
H -0.87 1.05 -1.98
H -1.40 -0.08 -3.29
```

Output
Highest occupied orbital energy in eV: -10.82
E_LUMO in Eh: 0.0400
Structure (SMILES): CCC.CC
Gap between HOMO and LUMO in eV: 11.907
Net charge: 0

***

It comes down to *B*, which is 0.315 eV more stable than the next structure.

***

*A*
C5H14 | ωB97M-V with the def2-TZVPD basis set

```
19
Properties=species:S:1:pos:R:3
C -1.38 1.16 -1.39
C -1.14 -0.16 -2.17
H -1.26 0.87 -0.35
H -0.71 1.91 -1.79
H -2.43 1.45 -1.37
H -1.33 -1.00 -1.53
H -1.72 -0.27 -3.08
H -0.09 -0.16 -2.48
C 1.07 -0.75 1.71
C -0.39 -0.43 1.38
C 2.09 0.00 0.83
H 1.26 -0.57 2.78
H 1.28 -1.80 1.68
H -1.08 -0.63 2.19
H 2.90 -0.62 0.48
H 1.52 0.57 0.10
H -0.62 -1.04 0.51
H -0.43 0.62 1.12
H 2.48 0.85 1.39
```

Output
Highest occupied orbital energy in eV: -11.04
E_LUMO in Eh: 0.0428
Structure (SMILES): CCC.CC
Gap between HOMO and LUMO in eV: 12.201
Net charge: 0

***

*B*
C5H14 | ωB97M-V with the def2-TZVPD basis set

```
19
Properties=species:S:1:pos:R:3
C -0.18 -1.00 -0.99
C 0.29 -1.80 -2.30
C -1.60 -0.89 -1.04
H 0.46 -1.74 -0.26
H 0.30 -0.09 -0.82
H 1.29 -1.86 -2.43
H -2.10 -0.28 -0.25
H 0.07 -1.08 -3.17
H -0.28 -2.70 -2.38
H -1.69 -0.35 -1.96
H -2.00 -1.87 -1.20
C 1.00 1.05 2.17
C 0.46 2.46 1.94
H 1.39 0.45 1.31
H 1.57 1.05 3.10
H 0.16 0.33 2.53
H 1.19 3.24 2.20
H -0.41 2.53 2.68
H 0.07 2.56 0.89
```

Output
Highest occupied orbital energy in eV: -10.33
E_LUMO in Eh: 0.0406
Structure (SMILES): CCC.CC
Gap between HOMO and LUMO in eV: 11.436
Net charge: 0

***

*C*
C5H14 | ωB97M-V with the def2-TZVPD basis set

```
19
Properties=species:S:1:pos:R:3
C -0.88 0.96 -0.87
C -1.09 0.21 -2.27
C -1.77 0.31 0.19
H 0.15 0.98 -0.37
H -0.97 2.07 -1.10
H -0.23 0.53 -2.82
H -1.93 0.60 -2.71
H -2.65 0.92 0.27
H -2.05 -0.66 -0.18
H -1.01 -0.81 -2.08
H -1.34 0.12 1.24
C 1.72 -1.29 0.94
C 1.93 -0.12 1.92
H 2.34 -2.04 0.94
H 0.70 -1.63 0.98
H 1.77 -0.91 -0.11
H 2.84 0.21 2.20
H 1.60 -0.39 2.85
H 1.37 0.61 1.47
```

Output
Highest occupied orbital energy in eV: -10.73
E_LUMO in Eh: 0.0431
Structure (SMILES): CCC.CC
Gap between HOMO and LUMO in eV: 11.901
Net charge: 0

***

*D*
C5H14 | ωB97M-V with the def2-TZVPD basis set

```
19
Properties=species:S:1:pos:R:3
C 1.80 -1.04 0.23
C 2.96 -0.96 1.21
H 0.82 -0.97 0.68
H 1.85 -0.23 -0.51
H 1.81 -1.96 -0.36
H 3.34 -1.95 1.47
H 2.69 -0.47 2.14
H 3.81 -0.39 0.84
C -2.17 0.45 -0.46
C -1.59 1.40 0.60
C -1.20 0.21 -1.62
H -2.32 -0.51 0.03
H -3.14 0.78 -0.81
H -1.99 1.20 1.59
H -1.74 0.16 -2.56
H -0.40 0.93 -1.76
H -1.78 2.44 0.32
H -0.52 1.26 0.65
H -0.74 -0.77 -1.45
```

Output
Highest occupied orbital energy in eV: -11.31
E_LUMO in Eh: 0.0416
Structure (SMILES): CCC.CC
Gap between HOMO and LUMO in eV: 12.441
Net charge: 0

***

It comes down to *D*, which is 0.484 eV more stable than the next structure.

***

*A*
C5H14 | ωB97M-V with the def2-TZVPD basis set

```
19
Properties=species:S:1:pos:R:3
C 1.39 0.23 2.59
C 0.32 -0.86 2.84
H 2.07 0.65 3.34
H 1.86 -0.06 1.67
H 0.70 1.22 2.51
H -0.54 -0.80 3.58
H -0.26 -1.11 2.01
H 0.97 -1.63 3.15
C -1.14 0.04 -1.91
C -0.51 0.96 -0.80
C -0.10 -0.41 -2.92
H -1.64 -0.80 -1.42
H -2.03 0.63 -2.07
H -0.18 0.43 0.07
H 0.70 0.40 -3.06
H 0.21 -1.36 -2.63
H -1.36 1.64 -0.67
H 0.41 1.50 -1.32
H -0.61 -0.46 -3.96
```

Output
Highest occupied orbital energy in eV: -10.75
E_LUMO in Eh: 0.0393
Structure (SMILES): CCC.CC
Gap between HOMO and LUMO in eV: 11.814
Net charge: 0

***

*B*
C5H14 | ωB97M-V with the def2-TZVPD basis set

```
19
Properties=species:S:1:pos:R:3
C 1.15 -1.35 -2.41
C 1.56 0.04 -2.07
H 0.06 -1.55 -2.42
H 1.48 -1.50 -3.44
H 1.70 -2.06 -1.66
H 0.98 0.77 -2.78
H 2.54 0.32 -2.23
H 1.52 0.24 -0.98
C -0.97 0.34 1.02
C -0.63 -0.64 2.07
C -1.47 1.62 1.56
H -0.10 0.48 0.43
H -1.74 -0.10 0.39
H -1.06 -0.48 3.03
H 0.43 -0.33 2.34
H -0.55 2.15 2.02
H -2.05 2.24 0.81
H -0.74 -1.71 1.81
H -2.12 1.53 2.50
```

Output
Highest occupied orbital energy in eV: -10.93
E_LUMO in Eh: 0.0390
Structure (SMILES): CCC.CC
Gap between HOMO and LUMO in eV: 11.988
Net charge: 0

***

It comes down to *B*, which is 0.841 eV more stable than the next structure.